[1]
Below is a 2-piece molecular cluster, C5H15N2O overall in a non-equilibrium geometry, with properties calculated with ωB97M-V with the def2-TZVPD basis set.

```
! wB97M-V def2-TZVPD RIJCOSX def2/J DEFGRID3
* xyz 1 1
C -0.257 -0.678 -2.318
C -0.017 0.616 -1.521
C -1.288 1.147 -0.848
O 0.579 1.652 -2.369
H 0.664 -1.065 -2.807
H -1.040 -0.412 -3.043
H -0.681 -1.498 -1.676
H 0.766 0.472 -0.762
H -1.644 0.528 0.003
H -2.101 1.179 -1.599
H -1.134 2.177 -0.480
H 1.344 1.176 -2.691
C -0.096 -0.422 2.502
C 0.579 -0.811 1.370
N 2.019 -0.498 1.143
N -1.449 -0.554 2.728
H 0.510 0.122 3.291
H 0.046 -1.206 0.484
H 2.113 0.282 0.497
H 2.456 -0.254 2.040
H 2.587 -1.236 0.670
H -2.044 -0.690 1.921
H -1.912 -0.027 3.465
*
```

Output
- Kohn-Sham gap (eV) = 9.5
- LUMO level (Eh) = -0.134
- calculated total energy (eV) = -10448.17806

[2]
Below is C6H10 in the gas phase, with properties calculated with ωB97M-V with the def2-TZVPD basis set.

```
! wB97M-V def2-TZVPD RIJCOSX def2/J DEFGRID3
* xyz 0 1
C 2.792 0.213 0.303
C 1.876 -0.875 -0.283
C 0.473 -0.725 0.093
C -0.699 -0.555 0.298
C -2.111 -0.224 0.463
C -2.537 0.904 -0.482
H 2.550 1.194 -0.115
H 2.673 0.278 1.392
H 3.846 0.000 0.093
H 1.826 -0.861 -1.376
H 2.249 -1.868 -0.012
H -2.285 0.073 1.503
H -2.720 -1.115 0.279
H -2.391 0.613 -1.527
H -3.594 1.141 -0.333
H -1.947 1.807 -0.297
*
```

Output
- SMILES string = CCC#CCC
- Kohn-Sham gap (eV) = 10.4
- LUMO level (Eh) = 0.040
- calculated total energy (eV) = -6382.56395

[3]
Below is a 2-piece molecular cluster, C2H7N3S overall in a non-equilibrium geometry, with properties calculated with ωB97M-V with the def2-TZVPD basis set.

```
! wB97M-V def2-TZVPD RIJCOSX def2/J DEFGRID3
* xyz 0 1
C -1.481 -0.718 0.052
C -0.252 -1.109 -0.078
N 1.653 1.431 -1.495
N 1.720 1.254 -0.195
N 0.833 1.269 0.727
S -0.639 1.820 0.309
H -1.937 -1.104 0.964
H -2.033 -0.120 -0.581
H 0.337 -1.068 -0.982
H 0.218 -1.741 0.734
H 0.666 1.348 -1.786
H 2.693 0.956 0.135
H -0.953 1.722 1.566
*
```

Output
- Kohn-Sham gap (spin up / spin down) (eV) = 8.7 / 8.7
- LUMO level (spin up / spin down) (Eh) = 0.023 / 0.023
- calculated total energy (eV) = -17488.08457

[4]
Below is a 2-piece molecular cluster, CHClOS2 overall in a non-equilibrium geometry, with properties calculated with ωB97M-V with the def2-TZVPD basis set.

```
! wB97M-V def2-TZVPD RIJCOSX def2/J DEFGRID3
* xyz 0 3
C -0.708 -1.054 0.228
O -0.809 0.089 0.461
S -0.158 -2.541 0.936
S -1.015 -2.246 -0.982
Cl 1.271 2.267 -0.495
H 1.418 3.486 -0.148
*
```

Output
- Kohn-Sham gap (spin up / spin down) (eV) = 7.5 / 7.4
- LUMO level (spin up / spin down) (Eh) = 0.015 / -0.103
- calculated total energy (eV) = -37290.51930
- <S²> = 2.017

[5]
Below is C7H18P2 in the gas phase in a non-equilibrium geometry, with properties calculated with ωB97M-V with the def2-TZVPD basis set.

```
! wB97M-V def2-TZVPD RIJCOSX def2/J DEFGRID3
* xyz 0 1
C 0.718 -1.117 3.079
P 0.484 0.026 1.844
C -0.748 1.386 1.603
C 1.969 0.967 1.358
C 0.302 -0.968 0.291
P -0.291 -0.625 -1.656
C -0.062 -1.629 -3.042
C -2.169 -0.300 -1.422
C 0.468 0.969 -1.864
H -0.106 -1.786 3.067
H 0.822 -0.652 3.988
H -1.052 1.903 2.547
H -0.482 1.921 0.619
H -1.689 0.852 1.417
H 1.935 1.411 0.355
H 2.054 1.741 2.091
H 2.947 0.327 1.482
H 1.226 -1.623 0.166
H -0.595 -1.570 0.636
H 0.761 -2.294 -3.021
H -0.958 -2.242 -3.358
H -2.670 -1.232 -1.194
H -2.461 0.440 -0.715
H -2.227 0.067 -2.453
H 0.484 1.473 -0.902
H 1.517 1.017 -2.403
H -0.178 1.539 -2.514
*
```

Output
- SMILES string = C=P(C)(C)CP(=C)(C)C
- Kohn-Sham gap (eV) = 8.1
- LUMO level (Eh) = 0.022
- calculated total energy (eV) = -26123.85073

[6]
Below is C3H4NO2 as an isolated structure in a non-equilibrium geometry, with properties calculated with ωB97M-V with the def2-TZVPD basis set.

```
! wB97M-V def2-TZVPD RIJCOSX def2/J DEFGRID3
* xyz 1 1
C 0.256 0.744 -0.616
C 0.244 -0.768 -0.704
C -0.927 0.032 0.667
N 0.688 0.062 0.582
O -0.988 1.167 -0.144
O -0.908 -1.093 -0.138
H 0.902 1.342 -1.151
H 0.584 -1.541 -1.315
H -1.500 -0.156 1.697
H 1.649 0.211 1.122
*
```

Output
- Kohn-Sham gap (eV) = 12.7
- LUMO level (Eh) = -0.149
- calculated total energy (eV) = -8748.64900